Entry 1:
Here is a molecular structure, C27H33IrO2 in a non-equilibrium geometry from the Open Molecules 2025 dataset. Energies are from ωB97M-V with the def2-TZVPD basis set.

Summary:
- orbital gap (alpha / beta) (eV) = 5.652 / 6.554
- energy above the lowest of the compared OMol25 structures with the same formula, charge and spin (kJ/mol) = 5.4
- spin multiplicity = 5
- charge = 0
- ⟨S²⟩ = 6.042
- HOMO level (alpha / beta) (eV) = -4.995 / -8.600

```
63
Properties=species:S:1:pos:R:3:forces:R:3
O -2.576 1.109 -3.377 -0.638 -0.037 -1.798
C -2.260 0.252 -4.523 0.571 -0.390 0.343
C -3.447 0.716 -5.353 0.413 0.141 0.465
H -2.350 -0.799 -4.229 0.213 0.240 -0.085
H -1.256 0.457 -4.920 -0.277 -0.068 0.082
C -3.790 1.500 -4.078 -0.654 0.451 -0.191
H -4.136 -0.101 -5.574 0.001 0.325 -0.308
H -3.200 1.351 -6.206 -0.154 -0.255 -0.012
C -5.035 0.946 -3.421 -0.081 0.084 0.173
H -4.954 -0.138 -3.299 0.023 0.128 0.065
H -5.894 1.157 -4.070 0.055 -0.013 0.180
H -5.196 1.409 -2.444 -0.054 -0.089 -0.035
C -3.848 2.999 -4.264 -0.181 0.037 0.038
H -2.909 3.374 -4.686 -0.121 -0.045 0.184
H -4.060 3.478 -3.302 0.160 0.108 -0.154
H -4.655 3.247 -4.962 0.030 0.029 0.108
Ir 0.807 0.813 1.912 1.549 -3.296 0.980
C 2.463 2.285 2.187 0.191 1.249 -0.330
C 3.091 1.288 1.378 1.452 0.760 -0.551
C 2.332 1.114 0.197 0.441 1.039 -0.927
H 3.936 0.675 1.683 -0.353 0.225 -0.110
C 1.236 2.052 0.215 1.102 1.238 -0.646
C 1.335 2.809 1.449 1.131 1.085 -1.081
H 0.696 3.643 1.728 0.241 -0.256 -0.035
H 2.756 2.635 3.178 0.051 -0.199 -0.462
H 2.496 0.384 -0.594 0.087 0.189 0.372
H 0.508 2.217 -0.574 0.283 -0.004 0.246
C -0.537 0.389 3.785 -1.244 -0.016 0.379
C -0.863 1.577 3.045 -1.492 -0.353 0.254
C -1.264 1.164 1.708 -1.852 -0.553 1.035
H -0.880 2.590 3.430 0.065 -0.233 -0.060
C -1.224 -0.286 1.684 -1.167 0.387 0.149
C -0.768 -0.742 2.943 -1.512 -0.098 0.840
H -0.550 -1.779 3.179 -0.056 0.357 -0.009
H -0.152 0.367 4.799 -0.087 0.003 -0.261
H -1.581 1.811 0.899 -0.134 -0.129 0.235
H -1.501 -0.918 0.846 0.070 0.184 0.253
O -1.834 -0.910 -1.982 2.144 0.309 -0.016
C -0.995 0.198 -1.511 0.150 -0.595 1.081
C 0.148 0.415 -2.503 -0.608 -0.142 -0.018
H -0.494 -0.120 -0.571 -0.424 0.114 -0.533
H -1.623 1.066 -1.296 0.067 -0.315 -0.247
C 0.359 -1.016 -3.018 0.033 -0.033 -0.286
H 1.059 0.788 -2.029 -0.342 -0.001 -0.059
H -0.153 1.126 -3.273 0.136 -0.149 -0.063
C -0.836 -1.844 -2.486 -0.276 0.224 0.560
H 1.310 -1.402 -2.629 -0.250 -0.113 -0.271
H 0.376 -1.017 -4.111 0.179 -0.197 0.117
H -0.509 -2.479 -1.646 -0.074 0.040 -0.262
H -1.293 -2.476 -3.259 0.012 0.163 0.259
C 1.783 -0.778 2.463 1.312 -1.356 0.370
C 2.564 -1.489 3.106 -0.069 -0.189 0.086
C 3.384 -2.290 3.948 0.179 -0.109 0.330
C 4.789 -2.290 3.809 -0.183 -0.165 0.210
C 5.575 -3.074 4.655 -0.282 -0.078 -0.016
C 4.970 -3.872 5.639 -0.205 0.246 -0.180
C 3.577 -3.838 5.817 0.139 0.089 -0.238
C 2.789 -3.055 4.977 0.277 0.011 -0.096
H 5.232 -1.667 3.031 -0.056 -0.227 0.251
H 6.660 -3.067 4.540 -0.338 -0.062 0.048
H 5.584 -4.522 6.265 -0.168 0.254 -0.116
H 3.099 -4.425 6.604 0.227 0.134 -0.246
H 1.704 -3.009 5.090 0.346 -0.081 0.010
```
Positions in Å, forces in eV/Å.

***

Entry 2:
Here is a single C6H6O molecule in a non-equilibrium geometry from the Open Molecules 2025 dataset. Energies are from ωB97M-V with the def2-TZVPD basis set.

Summary:
- orbital gap (eV) = 7.867
- energy above the lowest of the compared OMol25 structures with the same formula, charge and spin (kJ/mol) = 394.3
- spin multiplicity = 1
- charge = 0
- HOMO level (eV) = -9.154
- SMILES string = CC1=CC(=O)C=C1

```
13
Properties=species:S:1:pos:R:3:forces:R:3
C 1.781 -0.499 -0.053 5.611 1.529 1.276
C 0.372 0.020 0.112 5.181 -0.628 -1.090
C -0.442 -0.960 0.212 -3.869 -0.917 -0.140
C -1.823 -0.293 0.125 -3.154 -6.083 -0.753
O -2.929 -0.884 -0.180 4.330 2.788 1.412
C -1.588 1.098 0.245 3.892 1.859 -2.339
C -0.215 1.330 -0.130 -3.889 1.808 2.225
H 2.074 -1.543 -0.428 -1.572 1.391 0.305
H 2.580 -0.527 0.997 -2.762 0.524 -2.638
H 2.390 0.210 -0.723 -0.766 -0.956 0.821
H -0.007 -1.910 0.023 -0.961 -1.118 0.400
H -2.484 1.611 0.176 -1.068 2.023 -0.013
H 0.291 2.348 -0.375 -0.973 -2.218 0.532
```
Positions in Å, forces in eV/Å.

***

Entry 3:
Here is a gas-phase ion, C4H7N2 (charge +1) in a non-equilibrium geometry from the Open Molecules 2025 dataset. Energies are from ωB97M-V with the def2-TZVPD basis set.

Summary:
- orbital gap (alpha / beta) (eV) = 7.184 / 7.441
- energy above the lowest of the compared OMol25 structures with the same formula, charge and spin (kJ/mol) = 524.3
- spin multiplicity = 3
- charge = +1
- ⟨S²⟩ = 2.008
- HOMO level (alpha / beta) (eV) = -11.999 / -16.174

```
13
Properties=species:S:1:pos:R:3:forces:R:3
C -2.334 0.775 -0.263 2.710 6.387 0.888
C 0.165 -0.243 -0.077 2.053 2.301 0.681
C 0.915 -1.439 -0.149 3.930 -2.063 -0.096
C 0.894 1.027 0.349 -0.867 1.392 0.514
N -2.491 -0.456 -0.226 1.424 -9.045 0.467
N -1.072 -0.223 -0.265 -6.325 2.210 -0.671
H -2.707 1.741 -0.441 0.122 0.983 -1.102
H 1.942 -1.385 -0.770 -2.506 0.071 1.246
H 1.287 -1.671 0.918 -0.509 0.558 -1.257
H 0.316 -2.270 -0.431 -0.285 -0.798 -0.494
H 0.532 1.214 1.444 1.420 -0.365 -1.619
H 1.988 0.948 0.093 -1.107 -0.182 1.080
H 0.566 1.981 -0.181 -0.059 -1.447 0.362
```
Positions in Å, forces in eV/Å.

***

Entry 4:
Here is a molecular structure, C2H2CdFLiO2 in a non-equilibrium geometry from the Open Molecules 2025 dataset. Energies are from ωB97M-V with the def2-TZVPD basis set.

Summary:
- orbital gap (eV) = 5.972
- energy above the lowest of the compared OMol25 structures with the same formula, charge and spin (kJ/mol) = 40.7
- spin multiplicity = 1
- charge = +2
- HOMO level (eV) = -18.718

```
9
Properties=species:S:1:pos:R:3:forces:R:3
H -0.738 1.337 -0.503 4.503 1.098 0.359
O -1.125 -1.308 0.546 -0.356 1.337 -0.746
C -1.145 -0.143 0.158 0.178 -4.907 4.304
C 0.096 0.388 -0.508 -6.632 3.872 -3.657
O 1.203 -0.032 0.121 -1.154 -1.316 2.093
Li 0.635 -1.843 1.084 -0.538 -0.289 -0.008
Cd 2.934 0.608 -0.153 3.139 1.577 -0.557
F -1.977 0.667 0.864 0.949 -0.504 -2.261
H 0.116 0.325 -1.610 -0.089 -0.868 0.473
```
Positions in Å, forces in eV/Å.